Entry 1:
Computed, not measured: 2 unconnected molecules or ions with the total composition C2H9N2O2 in a non-equilibrium geometry, with wB97M-V/def2-TZVPD.

Last column: Mulliken charge in e.
Element x y z (Å)
N1 -1.738 -0.825 -0.619  -0.2692
C1 -0.425 -0.493 0.025  -0.6147
C2 0.149 0.693 -0.704  0.7389
N2 1.276 1.211 -0.231  -0.3192
O1 -0.409 1.058 -1.727  -0.6438
H1 -1.774 -0.322 -1.526  0.3614
H2 -1.884 -1.820 -0.772  0.3459
H3 -2.502 -0.439 -0.065  0.3461
H4 0.295 -1.293 -0.162  0.3028
H5 -0.635 -0.527 1.074  0.2591
H6 1.681 0.887 0.636  0.2218
H7 1.708 1.968 -0.733  0.2694
H8 1.676 -1.633 2.903  0.2993
H9 0.427 -0.691 3.080  0.3130
O2 1.032 -1.089 2.442  -0.6108

As for the largest force on an atom: 0.0288 hartree/bohr. Its charge is +1. Its multiplicity is 1. Its relative energy (zero: lowest compared OMol25 entry of this formula, charge and spin) is 15.8 kcal per mole. As for the total energy: -9289.288 eV.

Entry 2:
Computed, not measured: C24H34N4O in the gas phase, with wB97M-V/def2-TZVPD.

Last column: Mulliken charge in e.
Element x y z (Å)
C1 -6.046 -1.765 2.145  -1.0555
H1 -6.346 -2.719 1.720  0.3072
H2 -4.962 -1.744 2.216  0.3077
H3 -6.465 -1.687 3.145  0.3801
C2 -6.545 -0.605 1.279  -0.9390
N1 -5.937 -0.541 -0.029  0.1268
C3 -4.722 0.076 -0.218  1.9712
C4 -3.997 0.613 0.850  -0.3658
C5 -2.794 1.275 0.666  -1.0620
C6 -2.247 1.421 -0.624  0.5879
C7 -2.973 0.877 -1.685  -1.3849
C8 -4.168 0.224 -1.502  -0.5905
H4 -4.675 -0.158 -2.372  0.2556
H5 -2.578 0.976 -2.688  0.3634
C9 -0.995 2.092 -0.871  0.4137
N2 -0.315 2.597 0.090  -0.4731
N3 0.808 3.326 -0.037  0.0336
C10 1.609 3.326 1.170  -1.1287
C11 2.524 2.094 1.208  -0.2986
N4 3.340 2.095 0.013  0.1959
C12 2.552 2.048 -1.198  -0.1306
C13 1.642 3.283 -1.223  -1.3895
H6 2.255 4.188 -1.211  0.3760
H7 1.021 3.296 -2.118  0.4227
H8 1.921 1.146 -1.275  0.2011
H9 3.226 2.063 -2.058  0.4977
C14 4.569 1.342 0.039  -2.0254
C15 4.554 -0.174 0.054  1.7161
C16 3.391 -0.929 0.068  -0.2905
C17 3.427 -2.313 0.082  -1.3101
C18 4.636 -2.987 0.083  0.8148
C19 5.803 -2.233 0.070  -0.9117
C20 5.783 -0.848 0.055  0.8150
C21 7.079 -0.093 0.041  -1.5418
H10 7.156 0.530 -0.850  0.3226
H11 7.921 -0.781 0.053  0.3894
H12 7.157 0.561 0.909  0.3173
H13 6.756 -2.745 0.070  0.3484
C22 4.703 -4.484 0.108  -1.4264
H14 5.132 -4.827 1.049  0.3058
H15 3.712 -4.919 0.002  0.3516
H16 5.334 -4.852 -0.700  0.3469
H17 2.500 -2.868 0.094  0.3461
H18 2.427 -0.449 0.070  0.1643
H19 5.122 1.683 0.924  0.4699
H20 5.146 1.665 -0.837  0.4548
H21 1.887 1.199 1.304  0.2161
H22 3.179 2.141 2.081  0.4901
H23 2.215 4.236 1.171  0.3542
H24 0.939 3.331 2.031  0.4287
H25 -0.686 2.135 -1.919  0.2743
O1 -2.167 1.757 1.760  -0.6715
H26 -1.347 2.200 1.441  0.4492
H27 -4.335 0.533 1.869  0.3935
C23 -6.526 -1.351 -1.072  -0.8182
H28 -6.603 -0.763 -1.993  0.4073
C24 -5.757 -2.644 -1.352  -0.9895
H29 -4.727 -2.423 -1.619  0.3416
H30 -5.751 -3.286 -0.475  0.2439
H31 -6.225 -3.183 -2.173  0.3684
H32 -7.545 -1.600 -0.765  0.3607
H33 -6.368 0.343 1.792  0.4930
H34 -7.627 -0.700 1.142  0.3788

As for the largest force on an atom: 0.0156 hartree/bohr. Its multiplicity is 1. The SMILES is CCN(CC)c1ccc(/C=N/N2CCN(Cc3ccc(C)cc3C)CC2)c(O)c1. Its relative energy (zero: lowest compared OMol25 entry of this formula, charge and spin) is 37.6 kcal per mole. As for the total energy: -33447.086 eV.

Entry 3:
Computed, not measured: a molecular structure, C32H25F5N9O5PbSe4, with wB97M-V/def2-TZVPD.

Last column: Mulliken charge in e.
Element x y z (Å)
Pb1 -0.155 1.853 0.375  1.2222
Se1 -0.221 1.550 3.192  0.0149
Se2 -1.318 3.231 4.148  0.0181
Se3 -2.575 4.489 2.692  0.1482
Se4 -2.687 3.610 0.691  -0.2194
C1 -2.934 -5.601 -0.934  -1.6651
C2 -3.850 -4.966 0.106  0.5389
C3 -5.301 -5.016 -0.338  -0.9880
C4 -6.200 -4.339 0.679  -0.9931
C5 -5.769 -2.914 0.868  0.5512
C6 -6.676 -1.924 1.175  -0.7446
C7 -6.249 -0.614 1.360  0.0583
F1 -7.163 0.319 1.656  -0.3469
C8 -4.934 -0.261 1.253  -0.8754
C9 -3.997 -1.249 0.938  0.9680
C10 -2.583 -0.863 0.855  0.8812
O1 -2.249 0.322 1.018  -0.6724
C11 -1.685 -1.941 0.568  -0.5421
C12 -2.181 -3.208 0.324  -0.1826
N1 -3.458 -3.543 0.384  0.2600
C13 -4.412 -2.570 0.729  -0.7616
C14 -0.256 -1.711 0.392  0.6023
O2 0.357 -2.756 -0.193  -0.3671
O3 0.359 -0.699 0.687  -0.6039
H1 -3.413 -6.506 -1.303  0.4479
H2 -1.967 -5.896 -0.530  0.4785
H3 -2.775 -4.930 -1.780  0.3533
H4 -3.755 -5.497 1.057  0.1004
H5 -5.575 -6.064 -0.456  0.3896
H6 -5.397 -4.537 -1.317  0.3520
H7 -6.128 -4.867 1.636  0.3330
H8 -7.246 -4.376 0.375  0.4745
H9 -7.728 -2.158 1.277  0.5393
H10 -4.608 0.757 1.413  0.6063
H11 -1.494 -3.995 0.057  0.7815
N2 2.345 2.137 1.009  0.7416
C15 2.705 3.527 1.362  0.6584
C16 4.122 3.907 0.905  -1.0688
C17 4.473 3.750 -0.585  0.6725
C18 4.183 4.957 -1.478  -1.5054
N3 2.758 5.180 -1.735  -0.1033
C19 1.998 4.417 -2.501  0.8182
N4 2.520 3.603 -3.420  -0.3454
N5 0.666 4.481 -2.377  -0.3332
C20 1.611 4.528 0.946  -0.4787
O4 1.916 5.708 0.791  -0.7860
O5 0.422 4.066 0.776  -0.3660
H12 2.654 1.504 1.744  0.0316
H13 2.874 1.858 0.190  -0.6548
H14 2.711 3.591 2.454  0.3784
H15 4.805 3.273 1.472  0.5480
H16 4.307 4.935 1.220  0.4409
H17 4.007 2.863 -1.028  -0.5197
H18 5.546 3.560 -0.648  0.4036
H19 4.715 4.878 -2.429  0.3731
H20 4.544 5.867 -1.004  0.4375
H21 2.285 5.712 -1.005  0.3734
H22 3.515 3.533 -3.534  0.2176
H23 1.938 2.922 -3.892  0.2251
H24 0.259 4.954 -1.583  0.1972
H25 0.068 3.969 -3.003  0.2316
F2 3.298 0.357 -2.280  -0.4293
C21 2.986 -0.574 -1.352  -0.1627
C22 3.760 -0.679 -0.260  0.7339
F3 4.802 0.131 -0.209  -0.4303
C23 3.524 -1.594 0.855  0.5030
C24 2.588 -2.534 0.592  -0.6846
C25 1.724 -2.596 -0.601  1.8197
F4 1.919 -3.728 -1.357  -0.4260
C26 1.851 -1.404 -1.559  0.2080
C27 0.930 -1.185 -2.531  1.1301
C28 0.918 0.038 -3.285  -0.0126
N6 0.838 1.054 -3.816  -0.6839
C29 -0.206 -2.035 -2.767  -0.1066
N7 -1.152 -2.656 -2.967  -0.5778
F5 2.200 -3.409 1.536  -0.4515
C30 4.206 -1.380 2.086  -0.0063
C31 4.242 -2.369 3.103  -0.0725
N8 4.293 -3.165 3.936  -0.6072
C32 4.644 -0.083 2.439  0.1465
N9 4.913 1.003 2.735  -0.6349

As for the largest force on an atom: 0.0098 hartree/bohr. Its charge is +1. Its multiplicity is 1. Its relative energy (zero: lowest compared OMol25 entry of this formula, charge and spin) is 34.0 kcal per mole. As for the total energy: -337452.790 eV.